No. 1
Molecular formula: CH7N6
Method: DFT, ωB97M-V/def2-TZVPD

```
14
Properties=species:S:1:pos:R:3:forces:R:3
N 1.271 1.119 -0.108 -2.579 3.385 1.473
N 3.406 0.327 -0.421 -0.004 -1.108 0.299
N 2.359 0.643 -0.159 3.146 0.899 -0.475
N 0.958 -2.470 0.178 -0.379 -0.336 0.467
N -2.291 1.311 -0.004 0.252 -2.563 -3.719
N -0.335 -0.411 0.105 -0.625 -2.320 -0.256
C 0.263 -1.408 0.042 -2.262 2.928 0.840
H -2.990 1.846 0.442 -0.567 0.615 1.346
H -2.775 0.480 -0.556 1.040 2.358 1.085
H 1.889 -2.458 -0.062 2.458 -0.178 -0.603
H 1.021 1.647 0.786 1.010 -1.191 -1.407
H 0.448 -3.288 0.070 -0.645 -2.077 -0.126
H -1.761 1.891 -0.676 -0.790 -0.081 -0.127
H -1.463 0.771 0.366 -0.055 -0.331 1.205
```
Positions in Å, forces in eV/Å.

Values from the calculation:
Kohn-Sham gap   9.4 eV
Multiplicity   1
Strongest force on any atom   0.0880 hartree/bohr
Total charge   +1
Energy above the lowest of the compared OMol25 structures with the same formula, charge and spin   75.14 kcal/mol
E_tot   -370.475236 a.u.

***

No. 2
Molecular formula: CH7N6
Method: DFT, ωB97M-V/def2-TZVPD

```
14
Properties=species:S:1:pos:R:3:forces:R:3
N -0.655 0.612 -0.183 0.947 0.740 -0.224
N 1.412 -1.472 0.458 1.758 2.723 2.328
N 1.467 2.053 -0.416 1.151 -1.193 2.969
N 0.506 -2.167 0.090 -0.473 -0.295 -0.012
N -0.211 -2.860 -0.416 -0.783 -0.442 -0.108
N -2.541 -0.913 0.087 -0.328 0.137 0.542
C -1.564 -0.061 -0.034 -0.570 -0.393 -0.206
H -2.112 -1.876 0.191 -1.918 1.077 0.084
H -3.435 -0.443 0.415 1.300 -1.911 -0.369
H 1.467 2.890 0.207 -1.460 0.147 -1.764
H 1.414 2.015 -1.411 0.828 1.515 -0.983
H 0.589 1.286 -0.302 0.448 0.980 1.124
H 1.276 -0.825 1.329 -0.222 -2.078 -2.030
H 2.388 1.761 -0.016 -0.677 -1.007 -1.351
```
Positions in Å, forces in eV/Å.

Values from the calculation:
Kohn-Sham gap   10.5 eV
Multiplicity   1
Strongest force on any atom   0.0776 hartree/bohr
Total charge   +1
Energy above the lowest of the compared OMol25 structures with the same formula, charge and spin   66.20 kcal/mol
E_tot   -370.489469 a.u.

***

No. 3
Molecular formula: CH7N6O4PS
Method: DFT, ωB97M-V/def2-TZVPD

```
20
Properties=species:S:1:pos:R:3:forces:R:3
S 2.564 -0.517 0.039 -1.372 0.774 0.954
P -1.529 -0.231 -0.032 1.619 0.375 -1.954
O 1.784 -0.014 -1.085 1.226 -1.725 -1.392
O 0.003 -0.269 0.616 -0.630 -0.306 0.634
O -2.426 0.632 0.718 -0.249 0.645 0.618
O 4.037 0.078 0.114 0.140 1.496 0.377
N -1.173 0.281 -1.613 -3.881 -0.925 2.914
N 1.616 2.216 -1.196 0.246 1.424 -0.159
N -0.003 1.474 2.076 1.215 -1.626 -1.173
N 2.030 0.664 1.234 -0.476 -1.358 -0.313
N 0.600 2.419 -1.533 0.126 0.603 -0.066
N -1.910 -1.813 -0.105 -0.390 -1.192 -1.759
C 0.740 0.660 1.267 -0.340 0.378 1.589
H 3.845 0.959 0.562 0.813 -0.889 -0.645
H -0.762 1.156 -1.585 0.422 2.151 0.042
H -2.150 -2.263 -1.022 0.587 0.947 1.252
H 0.380 2.225 2.568 0.864 1.019 0.512
H -0.931 1.511 1.783 -2.096 0.330 -0.057
H -2.478 -2.221 0.618 0.025 0.254 0.297
H -0.590 -0.268 -2.120 2.150 -2.375 -1.671
```
Positions in Å, forces in eV/Å.

Values from the calculation:
Kohn-Sham gap   10.2 eV
Multiplicity   1
Strongest force on any atom   0.0961 hartree/bohr
Total charge   0
E_tot   -1411.452853 a.u.

***

No. 4
Molecular formula: CH7NO2
Method: DFT, ωB97M-V/def2-TZVPD

```
11
Properties=species:S:1:pos:R:3:forces:R:3
O 3.158 -2.367 5.082 0.035 -0.016 0.062
O 0.070 -1.417 -4.551 -0.423 -0.219 -1.187
N -1.984 1.690 -0.185 -0.211 0.201 -0.650
C -1.977 2.950 -0.287 0.850 0.113 0.148
H -2.755 3.509 -0.797 -0.406 -0.186 0.232
H -0.502 -1.021 -5.234 0.162 0.247 0.670
H 2.443 -2.915 4.749 -0.066 -0.073 -0.009
H 3.226 -1.647 4.451 0.031 0.088 -0.054
H -1.077 1.388 0.159 -0.067 -0.197 0.487
H -1.131 3.544 0.088 -0.171 0.069 -0.219
H 0.318 -2.217 -5.039 0.266 -0.028 0.520
```
Positions in Å, forces in eV/Å.

Values from the calculation:
Kohn-Sham gap   11.2 eV
Multiplicity   1
Strongest force on any atom   0.0249 hartree/bohr
Total charge   0
SMILES   C=N.O.O
Energy above the lowest of the compared OMol25 structures with the same formula, charge and spin   20.48 kcal/mol
E_tot   -247.486678 a.u.

***

No. 5
Molecular formula: CH7NO3P
Method: DFT, ωB97M-V/def2-TZVPD

```
13
Properties=species:S:1:pos:R:3:forces:R:3
P -0.766 0.600 0.437 5.873 -1.111 -1.399
O -0.102 1.361 1.689 -0.414 -1.946 -0.877
O -2.057 1.121 -0.070 -2.393 1.580 -0.234
O -0.991 -0.759 1.128 0.084 -0.269 0.598
N 0.390 0.188 -1.203 -2.627 0.853 4.352
C 1.359 -0.813 -0.668 -3.400 -0.473 0.800
H -2.159 1.327 -0.998 -0.165 0.271 -0.674
H 1.780 -0.628 0.321 -0.019 0.111 -0.063
H 0.610 -1.650 -0.660 1.992 -0.297 0.184
H -1.225 -1.474 0.554 -0.479 -1.177 -0.518
H 0.856 1.036 -1.427 0.454 1.260 -0.202
H 0.192 0.576 2.270 -0.355 1.852 -0.574
H 2.113 -0.885 -1.372 1.451 -0.653 -1.391
```
Positions in Å, forces in eV/Å.

Values from the calculation:
Kohn-Sham gap   10.9 eV
Multiplicity   1
Strongest force on any atom   0.1194 hartree/bohr
Total charge   +1
SMILES   C[NH+]=P(O)(O)O
Energy above the lowest of the compared OMol25 structures with the same formula, charge and spin   51.09 kcal/mol
E_tot   -663.891737 a.u.

***

No. 6
Molecular formula: CH7NOSSi
Method: DFT, ωB97M-V/def2-TZVPD

```
12
Properties=species:S:1:pos:R:3:forces:R:3
S -1.556 0.550 2.690 1.918 -1.751 0.692
Si -0.085 -0.705 -0.520 -1.054 0.098 0.060
O -1.778 1.001 1.204 0.955 -0.827 -2.150
N 1.325 -0.868 0.368 0.722 2.260 1.565
C -0.024 0.791 -1.620 0.475 -1.589 0.569
H 0.068 0.471 -2.643 1.186 -0.158 -0.519
H -0.344 -0.335 2.586 -1.617 1.337 0.473
H -0.643 -2.097 -0.940 0.277 1.396 0.493
H 1.602 -1.615 1.010 -0.385 0.377 -0.467
H -0.948 1.251 -1.705 -2.011 1.143 0.675
H 1.679 0.092 0.753 -0.685 -2.437 -0.894
H 0.705 1.463 -1.182 0.218 0.150 -0.497
```
Positions in Å, forces in eV/Å.

Values from the calculation:
Kohn-Sham gap   5.2 eV
Multiplicity   1
Strongest force on any atom   0.0553 hartree/bohr
Total charge   0
Energy above the lowest of the compared OMol25 structures with the same formula, charge and spin   45.12 kcal/mol
E_tot   -859.860393 a.u.

***

No. 7
Molecular formula: CH7NS2
Method: DFT, ωB97M-V/def2-TZVPD

```
11
Properties=species:S:1:pos:R:3:forces:R:3
S 0.446 0.417 2.406 0.366 -0.232 0.187
S 0.452 0.944 0.396 0.108 0.615 -0.654
N -0.938 -1.157 -1.863 -1.104 -0.389 -1.209
C -0.487 -1.181 -3.301 -0.635 -1.978 -0.462
H 0.587 -1.206 -3.286 0.520 0.283 -0.147
H -0.780 -0.061 2.492 -0.612 -0.056 0.038
H -1.969 -1.273 -1.888 1.010 -0.057 0.423
H -0.842 -0.291 -3.848 0.151 -0.356 0.497
H -0.528 -1.895 -1.264 -0.354 0.465 -0.930
H -0.572 0.289 -0.203 0.264 -0.276 0.449
H -0.779 -2.139 -3.985 0.286 1.980 1.808
```
Positions in Å, forces in eV/Å.

Values from the calculation:
Kohn-Sham gap   8.7 eV
Multiplicity   1
Strongest force on any atom   0.0524 hartree/bohr
Total charge   0
SMILES   CN.SS
Energy above the lowest of the compared OMol25 structures with the same formula, charge and spin   25.51 kcal/mol
E_tot   -893.380029 a.u.

***

No. 8
Molecular formula: CH7NS2
Method: DFT, ωB97M-V/def2-TZVPD

```
11
Properties=species:S:1:pos:R:3:forces:R:3
S -1.520 3.171 -1.975 0.009 -0.272 -0.069
S 0.202 2.118 -2.447 -0.673 -0.349 -0.531
N 0.101 -1.041 0.262 -0.717 -0.730 1.359
C 0.647 -1.658 1.527 0.706 1.363 -0.827
H 0.285 -1.109 2.396 -0.285 -0.036 -0.085
H -0.033 -1.774 -0.425 0.108 0.022 -0.113
H 0.474 -2.721 1.689 0.100 -0.010 -0.224
H 1.696 -1.369 1.463 0.285 -0.834 0.430
H 1.046 2.926 -1.855 0.542 0.450 0.545
H -2.060 2.234 -1.173 0.120 0.175 0.044
H -0.838 -0.777 0.538 -0.196 0.221 -0.529
```
Positions in Å, forces in eV/Å.

Values from the calculation:
Kohn-Sham gap   9.5 eV
Multiplicity   1
Strongest force on any atom   0.0339 hartree/bohr
Total charge   0
SMILES   CN.SS
Energy above the lowest of the compared OMol25 structures with the same formula, charge and spin   18.38 kcal/mol
E_tot   -893.391394 a.u.

***

No. 9
Molecular formula: CH7NS2
Method: DFT, ωB97M-V/def2-TZVPD

```
11
Properties=species:S:1:pos:R:3:forces:R:3
S -1.161 -0.423 -0.692 -0.238 0.094 -0.034
S -2.765 0.726 0.042 0.176 -0.126 0.008
N 1.729 -1.232 1.028 0.640 -0.166 -0.220
C -0.072 0.960 -1.086 0.388 -0.377 0.457
H 2.394 -0.475 1.109 -0.206 0.304 -0.030
H -3.590 -0.326 0.054 -0.120 0.010 -0.019
H 0.590 0.658 -1.892 -0.133 0.044 -0.166
H 2.137 -1.970 1.590 -0.375 -0.142 0.062
H 0.540 1.191 -0.228 0.231 0.045 0.284
H 0.830 -0.955 1.393 -0.005 0.001 0.162
H -0.631 1.846 -1.318 -0.357 0.313 -0.503
```
Positions in Å, forces in eV/Å.

Values from the calculation:
Kohn-Sham gap   8.7 eV
Multiplicity   1
Strongest force on any atom   0.0138 hartree/bohr
Total charge   0
SMILES   CSS.N
Energy above the lowest of the compared OMol25 structures with the same formula, charge and spin   8.10 kcal/mol
E_tot   -893.407766 a.u.

***

No. 10
Molecular formula: CH7NSi2
Method: DFT, ωB97M-V/def2-TZVPD

```
11
Properties=species:S:1:pos:R:3:forces:R:3
Si -1.576 0.857 -0.153 2.019 1.000 1.167
Si 0.901 -1.399 0.656 1.138 4.259 -0.068
N 1.157 1.351 -0.890 1.760 1.490 -2.230
C 0.291 0.677 -0.386 -2.409 -3.736 3.288
H -1.935 2.143 0.373 -0.262 0.831 0.489
H 0.561 -1.807 2.060 0.347 0.334 -0.351
H -2.164 0.792 -1.389 -1.200 -0.547 -2.223
H 0.306 -2.245 -0.216 -1.119 -2.258 -1.805
H -1.878 -0.164 0.789 -0.532 -0.857 0.556
H 2.015 0.830 -1.060 0.659 0.237 0.503
H 2.321 -1.036 0.217 -0.401 -0.753 0.673
```
Positions in Å, forces in eV/Å.

Values from the calculation:
Kohn-Sham gap   8.2 eV
Multiplicity   1
Strongest force on any atom   0.1075 hartree/bohr
Total charge   0
Energy above the lowest of the compared OMol25 structures with the same formula, charge and spin   48.72 kcal/mol
E_tot   -675.893418 a.u.